# 1
{"formula": "C21H80N18O19", "method": "ωB97M-V with the def2-TZVPD basis set", "gap_ev": 9.6, "e_tot_ev": -88807.359, "species": ["O", "O", "O", "O", "O", "O", "O", "O", "O", "O", "O", "O", "O", "O", "O", "O", "O", "O", "O", "N", "N", "N", "N", "N", "N", "N", "N", "N", "N", "N", "N", "N", "N", "N", "N", "N", "N", "C", "C", "C", "C", "C", "C", "C", "C", "C", "C", "C", "C", "C", "C", "C", "C", "C", "C", "C", "C", "C", "H", "H", "H", "H", "H", "H", "H", "H", "H", "H", "H", "H", "H", "H", "H", "H", "H", "H", "H", "H", "H", "H", "H", "H", "H", "H", "H", "H", "H", "H", "H", "H", "H", "H", "H", "H", "H", "H", "H", "H", "H", "H", "H", "H", "H", "H", "H", "H", "H", "H", "H", "H", "H", "H", "H", "H", "H", "H", "H", "H", "H", "H", "H", "H", "H", "H", "H", "H", "H", "H", "H", "H", "H", "H", "H", "H", "H", "H", "H", "H"], "xyz": [[-6.55, -5.10, -1.62], [-3.26, 0.20, -0.62], [0.88, -3.89, -0.87], [3.25, 1.32, -0.86], [-0.23, -2.67, 2.40], [0.64, 5.08, 4.09], [-1.44, 3.21, -2.32], [-0.02, -0.12, 3.80], [-1.81, -5.08, 0.23], [-0.62, 0.59, -0.70], [0.22, 4.74, -0.71], [0.85, 0.17, -5.10], [3.41, -1.94, 1.74], [-3.65, -3.37, 2.44], [-1.32, 2.08, 3.32], [4.97, -0.78, -0.33], [0.06, -2.92, -3.37], [2.27, 3.87, -5.12], [2.73, 3.07, 4.04], [3.18, 3.31, -2.07], [2.38, 1.35, -2.92], [0.36, -4.81, -4.74], [-0.69, -4.59, 3.51], [0.94, -0.61, 0.30], [0.16, -2.61, -5.65], [0.23, 5.44, 1.40], [-5.71, -5.20, 0.51], [-0.81, 0.12, -3.53], [-1.13, -1.46, 0.16], [1.44, -4.15, 2.62], [-4.98, -3.59, -0.90], [-0.29, 2.00, -4.70], [2.26, 2.34, -6.70], [4.21, 1.55, 3.26], [-0.16, 3.12, 0.88], [2.48, 4.66, -7.28], [2.82, 2.66, 1.80], [0.18, -3.41, -4.50], [-4.28, 0.90, -1.37], [0.17, -3.77, 2.83], [-2.65, 1.64, 3.81], [-0.51, 4.78, 4.87], [2.10, -4.62, -0.91], [-2.22, 4.39, -2.51], [-0.26, 4.13, 6.27], [2.30, 3.68, -6.34], [0.10, 4.41, 0.50], [-0.32, -0.43, -0.14], [-3.50, -2.03, 2.87], [0.51, -0.79, 4.90], [-2.12, -5.33, -1.16], [-5.91, -4.65, -0.70], [4.45, -1.93, 2.83], [3.21, 2.49, 3.07], [6.20, -0.18, -0.10], [-4.84, 2.01, -0.48], [-0.07, 0.71, -4.48], [2.94, 1.98, -1.88], [-0.25, 2.38, 0.22], [-1.58, 5.27, -2.56], [-2.93, 2.27, 4.67], [0.30, -1.61, -5.45], [5.03, -1.02, 2.73], [0.17, 3.17, 6.06], [-2.84, 4.44, -3.46], [-0.96, 5.77, 4.90], [-5.07, -4.79, 1.17], [-0.05, -5.05, -5.65], [3.82, -1.68, 0.91], [-1.27, 0.82, -2.96], [-2.89, 4.49, -1.65], [-1.26, -5.82, -1.64], [-1.23, 3.89, 6.76], [5.20, -2.72, 2.71], [2.08, 1.77, -3.75], [-1.10, -4.45, 0.25], [2.42, 4.57, -8.28], [-2.52, 0.58, 4.16], [2.06, -3.46, 2.20], [1.51, -1.14, 4.59], [4.37, -0.17, -0.73], [-4.01, -1.99, 3.85], [-3.92, 1.28, -2.30], [-0.04, -0.76, 3.03], [0.25, 5.34, 2.45], [-3.95, -1.39, 2.15], [1.59, 0.15, 0.24], [-5.71, 2.49, -0.97], [-2.98, -5.99, -1.05], [2.56, -4.72, -1.93], [-6.48, -5.74, 0.85], [2.45, 5.61, -6.93], [4.70, 1.65, 4.11], [-4.91, -2.99, -0.05], [7.03, -0.38, -0.82], [-0.65, 1.56, 3.82], [2.09, 1.62, -5.97], [0.64, -0.12, 5.77], [-4.04, 2.69, -0.24], [1.74, -5.02, 2.94], [6.64, -0.51, 0.88], [1.24, -1.49, 0.74], [-0.38, -5.47, 3.83], [3.30, 3.87, -1.26], [2.00, 0.43, -2.82], [3.94, -1.97, 3.81], [3.22, 2.13, 1.01], [-0.12, -1.67, 5.13], [-0.48, -0.73, -3.09], [-1.18, 4.15, 4.34], [-0.78, -2.16, 0.83], [0.52, -3.78, -1.77], [1.88, 2.95, 1.63], [-2.35, 0.55, -0.77], [-0.49, 2.87, 1.82], [0.60, -2.95, -6.48], [0.40, 6.34, 0.98], [-5.09, -3.04, -1.77], [2.85, -4.22, -0.23], [-5.01, 0.13, -1.66], [-0.92, 2.53, -4.05], [-3.04, -3.55, 1.71], [-5.24, 1.55, 0.44], [-1.69, -4.48, 3.24], [-2.52, -4.41, -1.60], [0.35, 4.64, 7.02], [2.21, 1.90, -7.60], [2.76, 3.80, -2.82], [6.06, 0.89, -0.22], [-2.12, -1.46, -0.09], [-2.41, -1.76, 3.05], [4.71, 1.12, 2.49], [1.26, 4.31, 4.00], [-3.30, 1.69, 2.99], [0.05, -5.27, -3.92], [0.12, 2.55, -5.43], [1.84, -5.65, -0.52], [-0.69, 3.46, -1.73]], "lowdin_charge": [0.038, -0.134, -0.164, -0.059, -0.059, -0.127, -0.185, -0.170, -0.149, 0.002, -0.054, -0.042, -0.177, -0.153, -0.202, -0.128, 0.007, -0.009, 0.009, 0.207, 0.219, 0.142, 0.190, 0.205, 0.159, 0.167, 0.167, 0.215, 0.199, 0.219, 0.121, 0.189, 0.147, 0.160, 0.188, 0.160, 0.195, -0.551, -0.280, -0.607, -0.064, -0.281, -0.147, -0.145, -0.058, -0.635, -0.612, -0.668, -0.146, -0.149, -0.129, -0.675, -0.081, -0.641, -0.166, -0.079, -0.705, -0.584, 0.053, 0.068, 0.077, 0.052, 0.030, 0.046, 0.097, 0.108, 0.070, 0.102, 0.030, 0.075, 0.070, 0.073, 0.073, 0.077, 0.038, 0.012, 0.100, 0.082, 0.079, 0.073, 0.022, 0.094, 0.089, 0.086, 0.069, 0.058, 0.070, 0.078, 0.079, 0.091, 0.102, 0.105, 0.086, 0.092, 0.080, 0.048, 0.075, 0.096, 0.055, 0.094, 0.092, 0.081, 0.088, 0.096, 0.106, 0.083, 0.083, 0.080, 0.081, 0.063, 0.046, 0.019, 0.054, 0.026, 0.084, 0.080, 0.102, 0.104, 0.052, 0.099, 0.100, 0.043, 0.074, 0.106, 0.070, 0.074, 0.088, 0.073, 0.075, 0.091, 0.076, 0.080, 0.059, 0.053, 0.060, 0.079, 0.090, 0.045]}

# 2
{"formula": "C21H94N30O26", "method": "ωB97M-V with the def2-TZVPD basis set", "gap_ev": 8.3, "e_tot_ev": -121250.287, "species": ["O", "O", "O", "O", "O", "O", "O", "O", "O", "O", "O", "O", "O", "O", "O", "O", "O", "O", "O", "O", "O", "O", "O", "O", "O", "O", "N", "N", "N", "N", "N", "N", "N", "N", "N", "N", "N", "N", "N", "N", "N", "N", "N", "N", "N", "N", "N", "N", "N", "N", "N", "N", "N", "N", "N", "N", "C", "C", "C", "C", "C", "C", "C", "C", "C", "C", "C", "C", "C", "C", "C", "C", "C", "C", "C", "C", "C", "H", "H", "H", "H", "H", "H", "H", "H", "H", "H", "H", "H", "H", "H", "H", "H", "H", "H", "H", "H", "H", "H", "H", "H", "H", "H", "H", "H", "H", "H", "H", "H", "H", "H", "H", "H", "H", "H", "H", "H", "H", "H", "H", "H", "H", "H", "H", "H", "H", "H", "H", "H", "H", "H", "H", "H", "H", "H", "H", "H", "H", "H", "H", "H", "H", "H", "H", "H", "H", "H", "H", "H", "H", "H", "H", "H", "H", "H", "H", "H", "H", "H", "H", "H", "H", "H", "H", "H", "H", "H", "H", "H", "H", "H"], "xyz": [[1.53, -5.79, 5.53], [-5.02, 3.42, -7.54], [-2.59, 3.33, 2.65], [-1.33, -6.48, 2.44], [3.22, -3.92, 1.99], [0.43, -1.18, 3.98], [-2.89, -1.18, 2.04], [-0.20, -1.50, -0.86], [-3.96, 0.77, -3.83], [-2.20, 2.95, -1.67], [3.29, -1.28, 5.48], [-0.30, -2.02, -4.46], [-2.56, -4.29, -4.54], [0.02, -3.89, -2.20], [-6.19, -0.96, -3.64], [2.60, -1.46, 2.19], [4.63, 0.52, 1.48], [1.25, 1.77, -3.82], [4.53, -4.98, -2.69], [3.62, 0.33, -4.29], [1.48, 8.05, -0.83], [-2.02, 6.84, 2.17], [0.84, 3.61, -1.81], [6.90, -1.12, -0.82], [1.63, 2.62, 0.49], [2.06, 6.15, 2.68], [-4.65, -4.19, -4.38], [2.56, -4.07, 4.90], [0.27, -1.73, 6.19], [2.45, -4.68, 7.04], [0.04, 6.57, 0.06], [2.75, -6.23, -2.08], [-0.46, -4.63, 3.38], [-1.95, -4.43, 1.88], [-0.90, 3.51, 1.33], [-1.76, 1.12, -4.30], [-1.55, -1.49, 5.01], [-3.69, 5.77, 1.24], [-0.88, 0.60, -0.46], [-3.88, 4.15, -2.42], [4.82, -5.25, 1.26], [5.13, -3.80, 3.02], [-3.53, -3.79, -2.60], [-3.68, 7.90, 1.24], [-4.19, 2.89, -5.60], [-0.70, 2.22, 3.11], [2.56, -4.11, -2.73], [-2.39, -0.57, -3.07], [7.80, -3.10, -0.68], [2.23, 4.13, 3.56], [0.21, 8.38, 1.05], [0.72, -0.19, 0.71], [-4.34, 2.67, -1.10], [-5.39, 1.43, -6.74], [0.66, 5.33, 4.21], [5.70, -2.94, -0.92], [-3.99, -1.03, -0.08], [-3.03, 6.83, 1.58], [-1.43, 3.03, 2.38], [-3.51, -3.95, -3.89], [-4.83, 2.62, -6.67], [4.00, 0.00, -3.02], [-3.34, 3.20, -1.72], [-1.27, -5.28, 2.64], [2.85, -0.50, -2.15], [4.35, -4.34, 2.08], [2.16, -4.89, 5.80], [1.77, 5.33, 3.47], [-0.24, -1.38, 4.96], [3.36, -5.11, -2.45], [6.81, -2.31, -0.83], [-0.12, -0.44, -0.27], [-4.13, -1.05, 1.44], [4.86, 1.06, -2.38], [0.66, 7.76, 0.01], [-2.80, 0.48, -3.80], [-4.87, 0.21, 1.98], [3.34, -1.15, -1.43], [-2.17, -1.02, 1.42], [-4.28, 2.23, -4.84], [-4.02, 2.00, -0.41], [5.56, -3.85, -1.35], [-4.64, 5.83, 0.91], [-5.09, 0.16, 3.04], [-6.67, -0.34, -4.19], [6.10, -4.08, 3.07], [2.52, 2.29, 0.46], [1.55, 3.19, -0.27], [-2.68, -3.94, -2.07], [-1.35, 4.29, 0.87], [4.68, -0.85, -3.09], [-5.31, 2.80, -1.38], [-0.26, -3.65, 3.29], [3.03, -3.87, 7.18], [7.76, -4.08, -0.95], [-0.59, 7.93, 1.47], [-3.89, 3.85, -5.54], [4.99, 0.98, 2.23], [2.89, -2.37, 2.15], [-1.96, -1.91, 5.84], [3.99, -0.08, 1.84], [-1.84, 2.09, -4.55], [3.66, -0.53, -4.72], [1.75, -6.29, -2.21], [1.27, -1.66, 6.30], [8.63, -2.55, -0.50], [4.09, -0.85, 5.81], [-0.67, 6.47, 0.77], [-3.35, 4.87, 1.55], [-2.01, -3.43, 2.04], [-0.01, 6.02, 3.88], [2.04, 1.24, -3.83], [-0.07, -1.31, -5.06], [-5.98, 1.39, -7.56], [2.07, -0.97, -2.75], [-0.34, -2.25, 6.80], [4.30, 1.99, -2.29], [-0.85, 0.78, -4.03], [-5.32, -0.58, -3.55], [3.03, -3.32, -3.14], [-2.07, -1.35, 4.15], [-2.55, -4.73, 1.12], [-0.85, 1.34, 0.22], [-1.43, -0.84, -3.23], [2.91, -0.64, 4.88], [1.86, 3.71, 4.40], [0.45, 9.34, 1.23], [-4.36, 1.10, 1.62], [2.16, -5.25, 7.82], [5.80, -5.45, 1.19], [2.99, 3.72, 3.04], [1.40, -0.89, 0.97], [0.15, -5.30, 3.82], [3.35, -7.04, -2.01], [2.44, -4.20, 3.90], [-0.04, -3.16, -2.82], [0.86, 0.81, 0.82], [-4.81, 4.46, -2.16], [0.06, 3.21, 1.19], [5.33, 0.66, -1.48], [2.95, -3.18, 5.17], [-5.88, 0.19, 1.57], [-4.66, -1.98, 1.63], [-4.45, -3.81, -2.18], [4.92, -2.92, 3.47], [-3.34, 4.42, -3.23], [1.62, -4.13, -2.35], [-4.52, 7.77, 0.69], [0.16, 5.87, -0.65], [-1.26, 1.95, 3.90], [-4.86, -4.17, -5.37], [0.38, 4.71, 4.96], [0.25, 2.01, 2.82], [-4.70, -1.67, -0.59], [1.49, 2.57, -4.30], [-3.18, 8.78, 1.29], [4.88, -2.39, -1.10], [-1.51, 0.60, -1.25], [-3.07, -1.53, -0.39], [-5.01, 0.64, -6.24], [-0.66, -2.70, -5.03], [0.24, -3.48, -1.37], [-3.09, -1.17, -2.67], [-5.35, -4.50, -3.72], [2.47, 0.37, -1.62], [-3.88, -0.02, -0.48], [5.69, 1.18, -3.08], [-0.11, 3.58, -1.80], [1.10, 2.93, -2.44], [4.11, -5.40, 0.55], [1.73, -1.50, 2.58]], "lowdin_charge": [0.102, 0.049, -0.001, 0.038, 0.007, 0.027, -0.059, 0.019, 0.012, 0.086, -0.043, -0.040, 0.052, -0.057, -0.071, -0.073, -0.046, -0.032, 0.007, -0.030, 0.041, 0.062, -0.043, 0.060, -0.068, 0.107, 0.170, 0.205, 0.162, 0.180, 0.153, 0.179, 0.195, 0.153, 0.213, 0.205, 0.184, 0.195, 0.204, 0.173, 0.207, 0.194, 0.188, 0.185, 0.174, 0.202, 0.183, 0.192, 0.172, 0.154, 0.168, 0.195, 0.192, 0.170, 0.145, 0.191, -0.050, -0.823, -0.788, -0.819, -0.837, -0.552, -0.832, -0.785, -0.033, -0.717, -0.898, -0.807, -0.708, -0.774, -0.846, -0.754, -0.474, -0.026, -0.770, -0.711, -0.022, 0.072, 0.071, 0.054, 0.087, 0.070, 0.114, 0.077, 0.022, 0.109, 0.053, 0.006, 0.112, 0.102, 0.126, 0.130, 0.100, 0.100, 0.119, 0.057, 0.118, 0.025, -0.025, 0.114, -0.024, 0.110, 0.113, 0.115, 0.066, 0.125, 0.059, 0.043, 0.070, 0.070, 0.100, 0.005, 0.053, 0.117, 0.077, 0.102, 0.085, 0.077, -0.030, 0.109, 0.087, 0.103, 0.081, 0.067, 0.040, 0.096, 0.125, 0.058, 0.125, 0.119, 0.115, 0.070, 0.094, 0.115, 0.086, 0.001, 0.061, 0.118, 0.057, 0.066, 0.053, 0.076, 0.133, 0.110, 0.107, 0.116, 0.030, 0.111, 0.091, 0.122, 0.131, 0.101, 0.097, 0.080, 0.072, 0.127, 0.089, 0.072, 0.059, 0.097, 0.050, 0.029, 0.084, 0.116, 0.072, 0.055, 0.090, 0.015, -0.005, 0.114, -0.004]}

# 3
{"formula": "C21H9Cl5N3O8RuS2", "method": "ωB97M-V with the def2-TZVPD basis set", "charge": -2, "gap_ev": [7.3, 7.3], "e_above_lowest_kcal_mol": 76.31, "e_tot_ev": -129638.477, "multiplicity": 2, "species": ["Ru", "Cl", "Cl", "Cl", "Cl", "Cl", "S", "S", "O", "O", "O", "O", "O", "O", "O", "O", "N", "N", "N", "C", "C", "C", "C", "C", "C", "C", "C", "C", "C", "C", "C", "C", "C", "C", "C", "C", "C", "C", "C", "C", "H", "H", "H", "H", "H", "H", "H", "H", "H"], "xyz": [[0.17, -0.49, 0.94], [0.84, 2.82, 1.02], [3.39, -1.82, -0.11], [6.01, 2.83, -0.35], [5.94, -0.27, -0.63], [3.43, 4.36, 0.48], [-2.33, -1.95, 1.14], [0.68, -3.41, 0.69], [-1.44, 0.94, 1.81], [-3.75, -1.76, 1.36], [0.96, -2.68, 1.92], [0.47, -2.48, -0.43], [1.65, -4.45, 0.40], [-1.83, -1.25, -0.05], [-1.19, 1.31, -0.34], [-1.48, -1.72, 2.30], [-1.34, -1.74, 6.44], [0.26, -0.63, 4.95], [1.08, 0.11, 2.81], [-3.28, -4.47, 0.67], [3.32, -0.11, 0.01], [-0.80, -5.70, 0.69], [0.56, -0.34, 3.77], [-2.13, -3.71, 0.81], [-4.82, 3.52, -0.34], [2.11, 0.55, 0.31], [-1.95, -6.46, 0.56], [-3.19, -5.85, 0.53], [4.55, 1.97, -0.08], [-3.68, 2.73, -0.41], [-3.07, 2.28, 0.75], [2.21, 1.93, 0.48], [3.39, 2.64, 0.28], [4.51, 0.59, -0.20], [-0.62, -1.24, 5.68], [-3.61, 2.63, 1.99], [-5.35, 3.87, 0.89], [-4.75, 3.43, 2.06], [-0.88, -4.32, 0.80], [-1.81, 1.45, 0.72], [-3.25, 2.44, -1.36], [-5.31, 3.86, -1.25], [-6.24, 4.49, 0.94], [-3.13, 2.26, 2.88], [-5.17, 3.70, 3.02], [0.19, -6.14, 0.70], [-4.09, -6.44, 0.40], [-4.23, -3.95, 0.69], [-1.87, -7.54, 0.47]], "lowdin_spin": [0.950, 0.000, -0.001, 0.001, -0.001, -0.001, 0.001, 0.002, -0.014, 0.002, 0.025, 0.018, 0.007, 0.014, 0.052, 0.000, 0.000, -0.004, -0.010, 0.000, -0.004, 0.000, -0.004, 0.000, 0.000, -0.035, 0.000, 0.000, 0.002, 0.000, 0.000, -0.002, -0.001, -0.002, -0.001, 0.000, 0.000, 0.000, 0.000, 0.005, 0.000, 0.000, 0.000, 0.000, 0.000, 0.000, 0.000, 0.000, 0.000]}